1.
Density functional theory data (ωB97M-V/def2-TZVPD) for the molecule C18H25N3O3S.

2S+1: 1
Gap between HOMO and LUMO, hartree: 0.3281
SMILES: CC/N=C1\S[C@@H](CC(=O)NCCc2ccc(OC)cc2)C(=O)N1CC

Each line ends with the Mulliken charge.
Positions of all 50 atoms, in Å:
1 C -3.05454 4.34393 -4.53150  -1.172
2 C -2.06556 3.44234 -3.79815  -0.418
3 N -2.57610 3.10431 -2.50608  -0.250
4 C -2.89273 1.93641 -2.19559  0.514
5 S -2.78123 0.46835 -3.23035  -0.365
6 C -3.44939 -0.58848 -1.91957  0.275
7 C -2.52110 -1.74410 -1.55810  -1.030
8 C -1.24220 -1.22072 -0.91279  0.675
9 O -1.13070 -0.08462 -0.50417  -0.625
10 N -0.25318 -2.13497 -0.84334  -0.129
11 C 0.99085 -1.87654 -0.15458  -0.693
12 C 1.01139 -2.50496 1.24697  -0.895
13 C 2.29527 -2.16914 1.94995  0.180
14 C 3.35556 -3.05976 1.97465  -0.808
15 C 4.55161 -2.74209 2.59799  -0.350
16 C 4.70464 -1.50444 3.21027  0.851
17 O 5.82910 -1.08210 3.85378  -0.447
18 C 6.93172 -1.95193 3.92148  -0.836
19 C 3.64175 -0.59950 3.18419  -0.641
20 C 2.45843 -0.93001 2.56222  -0.284
21 C -3.68692 0.30263 -0.70860  0.056
22 O -4.12892 -0.11584 0.33485  -0.671
23 N -3.42040 1.60820 -0.97484  0.036
24 C -3.51362 2.61185 0.06971  -0.751
25 C -2.13967 2.93846 0.63765  -0.923
26 H -2.63698 4.65540 -5.48506  0.372
27 H -3.98497 3.81057 -4.71107  0.273
28 H -3.26787 5.22400 -3.93077  0.323
29 H -1.86439 2.53842 -4.39525  0.328
30 H -1.12526 3.98039 -3.64312  0.298
31 H -4.40997 -0.98450 -2.26349  0.508
32 H -2.28964 -2.33760 -2.44420  0.457
33 H -3.03180 -2.37706 -0.82637  0.387
34 H -0.43865 -3.08501 -1.12368  0.281
35 H 1.82022 -2.26523 -0.75234  0.326
36 H 1.08777 -0.79214 -0.07299  0.316
37 H 0.16210 -2.11512 1.81170  0.320
38 H 0.90197 -3.58854 1.15959  0.400
39 H 3.25303 -4.02820 1.50531  0.326
40 H 5.35014 -3.46734 2.59847  0.380
41 H 7.69902 -1.41300 4.47510  0.239
42 H 7.31237 -2.19862 2.92477  0.337
43 H 6.68386 -2.87571 4.45473  0.335
44 H 3.77306 0.35753 3.66358  0.423
45 H 1.64400 -0.22085 2.55265  0.457
46 H -3.97423 3.50255 -0.36308  0.338
47 H -4.15993 2.18689 0.84134  0.434
48 H -2.24026 3.60302 1.49113  0.402
49 H -1.53198 3.42066 -0.12267  0.261
50 H -1.64569 2.02217 0.94967  0.180

2.
Density functional theory data (ωB97M-V/def2-TZVPD) for the molecule C2H2N2O2S2 in a non-equilibrium geometry.

2S+1: 1
Gap between HOMO and LUMO, hartree: 0.3479
SMILES: On1c(S)noc1=S

Each line ends with the Mulliken charge.
Positions of all 10 atoms, in Å:
1 O -0.14771 -1.57141 -0.01569  -0.348
2 N -0.15211 -0.20656 -0.00468  0.156
3 C 0.95361 0.60297 -0.02199  0.478
4 S 2.60027 0.03448 -0.02628  -0.219
5 N 0.58691 1.83079 0.00282  -0.403
6 O -0.83241 1.80951 -0.01695  -0.146
7 C -1.27541 0.54653 -0.00718  0.411
8 S -2.81111 -0.00976 -0.01785  -0.449
9 H -1.15548 -1.77371 -0.02863  0.335
10 H 2.23343 -1.26285 0.13644  0.185

3.
Density functional theory data (ωB97M-V/def2-TZVPD) for a structure of composition C4H5CaLiO7 in a non-equilibrium geometry.

2S+1: 1
Gap between HOMO and LUMO, hartree: 0.1090

Each line ends with the Mulliken charge.
Positions of all 18 atoms, in Å:
1 O -1.10862 -0.73663 -4.23998  -0.895
2 C -0.96105 -1.26041 -3.09111  1.303
3 O -0.41467 -2.40430 -3.00040  -0.879
4 O -1.37466 -0.59903 -2.04849  -0.264
5 C -0.41377 -0.20844 -1.04535  -0.217
6 O 0.27876 1.67139 0.22875  -0.966
7 C 1.04560 0.47299 3.98188  0.800
8 C -0.52040 1.29523 -0.81272  -0.453
9 O -0.10717 0.14742 3.62080  -0.755
10 O 1.74928 1.34538 3.41639  -0.753
11 Ca -0.24952 -2.50231 -5.23537  1.463
12 Li 0.27604 1.29715 1.97100  0.885
13 H 0.59435 -0.47246 -1.39705  0.255
14 H -0.62360 -0.75568 -0.11514  0.238
15 H -0.25055 1.79809 -1.77032  0.220
16 H -1.59969 1.52780 -0.65904  0.200
17 O 1.46260 -0.01818 5.17662  -0.472
18 H 2.21707 -0.59801 5.01955  0.291

4.
Density functional theory data (ωB97M-V/def2-TZVPD) for a cluster of 2 separate species, C35H31NO2P in total in a non-equilibrium geometry.

2S+1: 1
Net charge: +1
Gap between HOMO and LUMO, hartree: 0.1617

Each line ends with the Mulliken charge.
Positions of all 70 atoms, in Å:
1 C -0.41675 -5.11635 -3.21922  -0.436
2 C 0.36468 -5.09033 -2.05843  -0.595
3 C 0.80739 -3.87848 -1.52755  -0.352
4 C 0.49510 -2.67287 -2.18603  -0.208
5 P 1.38967 -1.16041 -1.75574  2.545
6 C 2.96167 -1.29470 -2.64814  -0.165
7 C 3.95774 -0.31447 -2.47878  -0.163
8 C 5.05655 -0.28949 -3.33890  -0.661
9 C 5.19391 -1.25823 -4.33796  -0.496
10 C 4.25833 -2.28993 -4.44185  -0.689
11 C 3.16064 -2.32383 -3.58516  -0.059
12 C 0.44221 0.15432 -2.55790  -0.421
13 C -0.62799 0.73156 -1.85697  -0.259
14 C -1.32215 1.80451 -2.41742  -0.570
15 C -0.94040 2.31286 -3.66296  -0.713
16 C 0.07572 1.68878 -4.39150  -0.632
17 C 0.77598 0.61629 -3.83753  -0.124
18 C 1.66108 -0.70034 -0.09671  -0.358
19 C 2.86332 -1.02410 0.54341  0.066
20 N 3.81804 -1.27658 1.19073  -0.703
21 C -0.36899 -2.69805 -3.29608  -0.182
22 C -0.79349 -3.91605 -3.82688  -0.708
23 H -0.73125 -6.06694 -3.65264  0.394
24 H 0.64767 -6.02579 -1.57490  0.394
25 H 1.41538 -3.85927 -0.62101  0.418
26 H 3.86490 0.43767 -1.69268  0.379
27 H 5.80453 0.49714 -3.23414  0.395
28 H 6.02706 -1.20860 -5.03894  0.386
29 H 4.36603 -3.06377 -5.20143  0.411
30 H 2.45196 -3.14909 -3.66408  0.145
31 H -0.89767 0.34232 -0.87430  0.584
32 H -2.16645 2.24229 -1.88350  0.413
33 H -1.44821 3.18769 -4.06954  0.402
34 H 0.33089 2.03525 -5.39198  0.422
35 H 1.58964 0.15029 -4.39469  0.389
36 H 0.88701 -0.17143 0.44621  -0.068
37 H -0.68464 -1.76580 -3.76649  0.373
38 H -1.40618 -3.91804 -4.72831  0.397
39 C -6.65892 -0.03993 1.40980  -0.824
40 O -5.89857 1.08803 0.93226  -0.426
41 C -4.56126 1.14470 1.14502  0.862
42 C -3.90842 2.31072 0.67270  -0.791
43 C -2.55085 2.44117 0.80799  -0.305
44 C -1.80500 1.48501 1.54750  -0.120
45 C -0.40898 1.67093 1.78294  -0.535
46 C 0.08405 1.92303 3.06916  1.075
47 C 1.40313 2.44984 3.20381  -0.544
48 C 1.88655 2.85754 4.41882  -0.807
49 C 1.12429 2.59282 5.58941  0.585
50 O 1.77660 2.53957 6.78250  -0.380
51 C 1.26473 1.59087 7.75473  -0.774
52 C -0.24290 2.22801 5.47032  -0.792
53 C -0.71861 1.81721 4.25142  -0.309
54 C -2.48107 0.36886 2.09549  -0.630
55 C -3.81539 0.14363 1.81880  -0.716
56 H -7.66522 0.18495 1.06072  0.254
57 H -6.30943 -0.98452 0.97503  0.337
58 H -6.63956 -0.09527 2.50554  0.354
59 H -4.51725 3.07970 0.20556  0.465
60 H -2.02993 3.31224 0.40347  0.600
61 H 0.26148 1.86084 0.94649  0.700
62 H 2.01336 2.51204 2.30277  0.412
63 H 2.88207 3.28265 4.52080  0.427
64 H 2.12835 1.39079 8.38417  0.281
65 H 0.45309 2.05438 8.33143  0.327
66 H 0.90738 0.65749 7.29122  0.387
67 H -0.89116 2.15920 6.34516  0.405
68 H -1.72333 1.39857 4.19904  0.489
69 H -1.92892 -0.32297 2.73646  0.608
70 H -4.29327 -0.77016 2.16938  0.430

5.
Density functional theory data (ωB97M-V/def2-TZVPD) for the molecule C4H8O3 in a non-equilibrium geometry.

2S+1: 1
Gap between HOMO and LUMO, hartree: 0.3306

Each line ends with the Mulliken charge.
Positions of all 15 atoms, in Å:
1 O 1.94762 0.20743 -0.90755  -0.489
2 C 1.03080 1.26419 -1.11168  -0.398
3 C 0.12978 1.37483 0.07687  -0.414
4 C -0.40504 -0.46100 1.11103  -0.550
5 O -0.76565 0.21890 0.05291  -0.264
6 C -1.01949 -1.77131 1.22115  0.011
7 O -1.96613 -2.19238 0.28140  -0.520
8 H 2.42889 0.07840 -1.73495  0.309
9 H 0.39611 1.07966 -1.98518  0.301
10 H 1.53884 2.22989 -1.21308  0.332
11 H -0.52750 2.23659 0.07853  0.385
12 H 0.73488 1.36778 0.99861  0.403
13 H -0.12082 -2.41650 1.25682  0.266
14 H -1.41169 -1.73356 2.25015  0.280
15 H -1.99060 -1.48292 -0.37501  0.347

6.
Density functional theory data (ωB97M-V/def2-TZVPD) for a structure of composition C22H15N9O5OsS2Se.

2S+1: 1
Net charge: +2
Gap between HOMO and LUMO, hartree: 0.2094

Each line ends with the Mulliken charge.
Positions of all 55 atoms, in Å:
1 Os -0.00039 0.59764 -0.24428  3.327
2 Se -3.46122 -3.74266 5.13221  0.379
3 N -2.52354 -2.24091 5.20257  -0.823
4 C -2.08216 -2.00925 3.99313  0.893
5 C -1.24452 -0.86820 3.64736  0.285
6 C -0.73069 0.03059 4.58403  -0.601
7 C 0.12330 1.01571 4.14524  -1.195
8 C 0.40528 1.13458 2.78907  0.211
9 N -0.13308 0.32273 1.87598  -0.201
10 C -0.90895 -0.69768 2.31105  -0.173
11 C -1.26464 -1.66781 1.30731  0.258
12 N -0.76125 -1.42946 0.07516  -0.178
13 C -0.90559 -2.37809 -0.85478  -0.047
14 C -1.59802 -3.55851 -0.60814  -0.934
15 C -2.16314 -3.77798 0.62695  -0.471
16 C -1.97779 -2.81815 1.62204  0.112
17 C -2.44542 -2.97056 2.99329  0.858
18 N -3.17983 -3.97451 3.39851  -0.823
19 H -0.98775 -0.08125 5.62919  0.594
20 H 0.58574 1.71297 4.82885  0.520
21 H 1.08504 1.89503 2.44694  0.397
22 H -0.46774 -2.20383 -1.82278  0.544
23 H -1.67852 -4.28597 -1.40287  0.451
24 H -2.71754 -4.68001 0.85071  0.593
25 N 2.99143 -0.30123 -0.18462  -0.197
26 C 1.88996 0.02606 -0.20498  -0.179
27 H 3.97688 -0.48761 -0.15115  0.216
28 N 1.46136 7.34215 -3.82165  -0.452
29 C 1.41977 6.48083 -2.78677  1.093
30 C 2.15209 5.27363 -2.83082  -0.916
31 C 2.10845 4.39471 -1.78182  -0.415
32 C 1.32790 4.69208 -0.65895  -0.134
33 C 0.60569 5.89002 -0.59162  -0.406
34 C 0.64759 6.76942 -1.64288  -0.879
35 S 1.29370 3.61924 0.67425  1.073
36 O 2.45780 2.78551 0.72650  -0.761
37 O 0.78862 4.28746 1.83502  -0.615
38 N 0.07664 2.45649 0.34068  -0.479
39 C -1.27596 2.70458 0.30519  0.492
40 S -2.29702 3.98947 0.73180  0.046
41 C -3.64733 3.01093 0.26233  -0.409
42 C -3.25944 1.78725 -0.15743  -0.792
43 N -1.89346 1.62086 -0.13418  -0.499
44 H 2.07194 7.18283 -4.60300  0.208
45 H 1.00852 8.23708 -3.76696  0.208
46 H 2.76746 5.05680 -3.69425  0.321
47 H 2.69210 3.48493 -1.81197  0.477
48 H 0.04729 6.13577 0.30146  0.571
49 H 0.10469 7.70387 -1.58758  0.333
50 H -4.64829 3.40534 0.31899  0.472
51 H -3.90378 0.99529 -0.50389  0.466
52 O 0.51295 1.69960 -1.99586  -0.403
53 N 0.06470 0.83995 -2.83251  0.580
54 O 0.08038 0.93312 -3.99812  -0.488
55 O -0.42007 -0.15908 -2.17237  -0.508

7.
Density functional theory data (ωB97M-V/def2-TZVPD) for the ion C3H5OS with charge -1 in a non-equilibrium geometry.

2S+1: 1
Net charge: -1
Gap between HOMO and LUMO, hartree: 0.2526
SMILES: CCC([O-])=S

Each line ends with the Mulliken charge.
Positions of all 10 atoms, in Å:
1 C -0.49111 -0.39397 -0.25964  -0.819
2 C 0.77629 0.01299 0.44245  -0.308
3 C 2.00067 -0.60650 -0.11900  0.143
4 O 2.05125 -1.77508 -0.50872  -0.574
5 S 3.54371 0.68978 0.19928  -0.683
6 H -0.09513 -0.57043 -1.30102  0.226
7 H -0.83508 -1.43582 0.23196  0.160
8 H -1.35986 0.27451 -0.36016  0.334
9 H 0.78944 -0.27248 1.51270  0.231
10 H 1.00409 1.08017 0.47618  0.291